Below is a 15-piece molecular cluster, C18H26Cl42N3O6P2 overall in a non-equilibrium geometry, with properties calculated with wB97M-V/def2-TZVPD.

E_tot = -580360.278 eV
2S+1 = 1
molar mass = 1931.40 g/mol
energy relative to the best compared isomer or geometry (same formula, charge and spin) = 44.76 kcal per mole
orbital gap = 6.142 eV
charge = -1

Atoms and positions in Å:
C (1.13, -1.04, -0.43)
P (1.88, 0.05, -1.79)
O (3.50, 0.30, -1.24)
C (1.09, 1.80, -1.79)
N (1.94, 2.60, -0.83)
C (1.41, 2.44, -3.20)
O (1.53, 1.64, -4.14)
O (1.59, 3.70, -3.37)
N (-0.28, 1.89, -1.28)
C (-0.58, 3.01, -0.38)
O (-2.03, 3.04, -0.18)
O (-2.35, 3.93, 0.84)
P (-1.61, 1.24, -2.17)
N (-1.48, -0.51, -2.19)
O (-1.55, 1.59, -3.83)
H (0.49, -1.79, -0.96)
H (0.51, -0.47, 0.32)
H (1.95, -1.64, 0.08)
H (3.41, 0.38, -0.27)
H (2.81, 2.84, -1.30)
H (2.08, 2.08, 0.03)
H (-0.16, 2.78, 0.65)
H (-0.25, 4.02, -0.73)
H (-1.55, 4.37, 1.19)
H (-1.50, -0.80, -1.21)
H (-0.65, -0.82, -2.69)
H (-2.25, 2.23, -4.02)
C (-4.64, 3.49, 3.41)
Cl (-6.01, 3.01, 2.41)
Cl (-4.73, 5.22, 3.80)
Cl (-4.58, 2.53, 4.90)
H (-3.73, 3.32, 2.85)
C (-4.52, 3.87, -2.24)
Cl (-3.45, 5.25, -2.54)
Cl (-5.89, 4.35, -1.24)
Cl (-5.07, 3.17, -3.77)
H (-3.95, 3.11, -1.70)
C (2.39, 2.19, 3.07)
Cl (1.12, 3.28, 2.52)
Cl (2.38, 2.05, 4.83)
Cl (2.22, 0.60, 2.33)
H (3.35, 2.60, 2.77)
C (-8.88, 5.42, 5.09)
Cl (-10.04, 5.01, 6.36)
Cl (-8.38, 7.10, 5.22)
Cl (-7.49, 4.34, 5.15)
H (-9.38, 5.28, 4.13)
C (-3.75, -3.15, -0.34)
Cl (-4.06, -4.86, -0.03)
Cl (-2.37, -2.59, 0.62)
Cl (-3.47, -2.87, -2.06)
H (-4.63, -2.58, -0.04)
C (5.56, -1.47, -3.65)
Cl (5.97, -0.86, -5.26)
Cl (4.53, -2.89, -3.77)
Cl (7.03, -1.85, -2.73)
H (5.01, -0.69, -3.12)
C (-4.50, 4.60, 8.63)
Cl (-4.79, 2.87, 8.91)
Cl (-3.08, 5.14, 9.52)
Cl (-4.32, 4.93, 6.91)
H (-5.36, 5.15, 8.99)
C (5.35, -3.93, 0.15)
Cl (4.09, -2.83, -0.40)
Cl (5.32, -4.09, 1.91)
Cl (5.17, -5.51, -0.62)
H (6.31, -3.52, -0.14)
C (-6.99, -0.98, 3.13)
Cl (-7.61, 0.39, 4.06)
Cl (-8.03, -1.31, 1.74)
Cl (-5.33, -0.68, 2.61)
H (-6.99, -1.85, 3.77)
C (-0.81, -7.00, -1.32)
Cl (-2.12, -7.50, -2.39)
Cl (-0.90, -5.27, -0.99)
Cl (-0.84, -7.92, 0.19)
H (0.14, -7.20, -1.82)
C (10.54, -3.17, -4.83)
Cl (9.31, -2.04, -5.40)
Cl (10.46, -3.33, -3.07)
Cl (10.35, -4.75, -5.60)
H (11.51, -2.77, -5.09)
C (-7.53, 2.03, -6.76)
Cl (-5.90, 1.38, -6.54)
Cl (-8.17, 1.59, -8.35)
Cl (-8.60, 1.47, -5.47)
H (-7.47, 3.11, -6.70)
C (8.72, -7.02, -2.47)
Cl (7.43, -5.94, -3.00)
Cl (8.70, -7.20, -0.71)
Cl (8.57, -8.60, -3.25)
H (9.67, -6.59, -2.75)
C (7.71, -2.35, 4.99)
Cl (7.54, -4.01, 4.41)
Cl (6.57, -1.28, 4.17)
Cl (7.49, -2.27, 6.74)
H (8.72, -2.01, 4.76)



Below is a 3-piece molecular cluster, C18H26ClFN2O4S overall in a non-equilibrium geometry, with properties calculated with wB97M-V/def2-TZVPD.

E_tot = -56331.934 eV
2S+1 = 1
molar mass = 420.93 g/mol
orbital gap = 8.901 eV
structure (SMILES) = CC(=O)OC[C@@](Cl)(CCF)OC(=O)CCCS.c1cc[nH]c1.c1cc[nH]c1
charge = 0

Atoms and positions in Å:
C (5.51, -2.58, 0.10)
C (5.99, -1.23, -0.34)
O (7.05, -1.07, -0.91)
O (5.18, -0.16, -0.04)
C (4.14, 0.04, -0.99)
C (2.75, 0.20, -0.32)
Cl (2.61, -0.98, 1.02)
C (2.53, 1.64, 0.17)
C (2.52, 1.88, 1.65)
F (3.76, 1.65, 2.20)
O (1.77, -0.02, -1.29)
C (1.52, -1.34, -1.65)
O (2.27, -1.93, -2.43)
C (0.25, -1.98, -1.15)
C (-0.68, -1.08, -0.35)
C (-1.58, -1.76, 0.67)
S (-0.80, -2.93, 1.84)
H (5.20, -2.55, 1.14)
H (6.31, -3.28, -0.02)
H (4.64, -2.86, -0.49)
H (4.35, 0.94, -1.53)
H (4.12, -0.78, -1.70)
H (3.26, 2.29, -0.28)
H (1.55, 1.93, -0.20)
H (2.29, 2.93, 1.82)
H (1.77, 1.30, 2.16)
H (-0.24, -2.34, -2.03)
H (0.57, -2.85, -0.60)
H (-0.16, -0.27, 0.13)
H (-1.35, -0.61, -1.06)
H (-2.42, -2.25, 0.20)
H (-2.00, -0.98, 1.29)
H (0.46, -3.00, 1.38)
C (-0.72, 2.32, -2.08)
C (-1.95, 2.27, -2.79)
C (-2.57, 3.48, -2.63)
N (-1.76, 4.26, -1.85)
C (-0.63, 3.56, -1.51)
H (0.01, 1.53, -1.99)
H (-2.34, 1.44, -3.35)
H (-3.50, 3.85, -3.01)
H (-1.96, 5.20, -1.57)
H (0.13, 4.01, -0.90)
C (-5.76, 0.04, 3.18)
C (-6.54, 0.07, 2.00)
C (-6.27, -1.07, 1.30)
N (-5.35, -1.79, 2.02)
C (-5.04, -1.12, 3.17)
H (-5.73, 0.79, 3.96)
H (-7.23, 0.85, 1.69)
H (-6.65, -1.43, 0.36)
H (-4.97, -2.67, 1.74)
H (-4.33, -1.53, 3.87)



Below is C18H26F6N5O7RhS3Te as an isolated structure, with properties calculated with wB97M-V/def2-TZVPD.

E_tot = -99980.387 eV
2S+1 = 5
molar mass = 865.13 g/mol
energy relative to the best compared isomer or geometry (same formula, charge and spin) = 72.72 kcal per mole
orbital gap (spin up / spin down) = 8.532 / 6.512 eV
expectation value of S² = 6.02
charge = 0

Atoms and positions in Å:
Rh (0.09, -0.38, 0.18)
F (0.36, -4.27, 2.06)
C (1.01, -3.51, 2.95)
F (2.15, -3.11, 2.39)
F (1.28, -4.24, 4.02)
S (-0.08, -2.08, 3.42)
O (-0.71, -1.70, 2.15)
O (-0.93, -2.60, 4.44)
N (0.85, -0.96, 4.03)
S (1.85, -0.05, 3.23)
O (1.93, -0.36, 1.81)
O (1.72, 1.33, 3.57)
C (3.51, -0.53, 3.94)
F (3.53, -1.77, 4.38)
F (3.80, 0.29, 4.94)
F (4.44, -0.39, 2.99)
N (1.67, 1.14, -0.68)
C (1.41, 2.39, -1.44)
C (-0.06, 2.57, -1.82)
C (-0.43, 1.98, -3.18)
C (0.02, 0.54, -3.39)
N (-0.44, -0.35, -2.33)
H (2.09, 1.35, 0.23)
H (2.33, 0.54, -1.16)
H (2.03, 2.40, -2.34)
H (1.73, 3.24, -0.84)
H (-0.32, 3.63, -1.82)
H (-0.66, 2.09, -1.04)
H (0.03, 2.57, -3.97)
H (-1.51, 2.05, -3.32)
H (1.12, 0.49, -3.40)
H (-0.33, 0.19, -4.36)
H (0.69, -1.80, -3.06)
H (-1.44, -0.25, -2.19)
C (-2.48, -5.91, -0.86)
C (-1.86, -4.52, -0.71)
C (-1.09, -3.99, -1.95)
C (-1.97, -4.01, -3.20)
C (-1.26, -4.00, -4.56)
C (0.16, -4.85, -2.06)
O (0.29, -5.93, -2.56)
N (1.21, -4.19, -1.39)
C (0.90, -2.93, -1.01)
O (1.63, -2.13, -0.43)
N (-0.27, -1.71, -2.74)
C (-0.51, -2.58, -1.53)
O (-1.23, -1.90, -0.62)
H (-2.75, -6.29, 0.13)
H (-1.79, -6.62, -1.32)
H (-3.39, -5.89, -1.46)
H (-1.17, -4.52, 0.14)
H (-2.62, -3.78, -0.47)
H (-2.65, -3.16, -3.12)
H (-2.57, -4.92, -3.16)
H (-0.65, -3.11, -4.68)
H (-2.01, -4.01, -5.35)
H (-0.64, -4.89, -4.68)
H (2.10, -4.63, -1.20)
Te (-1.31, 1.19, 1.98)
C (-0.85, 3.18, 2.32)
C (-1.08, 3.79, 3.52)
C (-0.57, 5.11, 3.59)
C (0.04, 5.49, 2.43)
S (0.00, 4.24, 1.27)
H (-1.60, 3.29, 4.34)
H (-0.65, 5.75, 4.46)
H (0.49, 6.44, 2.19)



Below is a single C18H26FN2P molecule in a non-equilibrium geometry, with properties calculated with wB97M-V/def2-TZVPD.

E_tot = -34070.224 eV
2S+1 = 1
molar mass = 320.39 g/mol
orbital gap = 8.703 eV
structure (SMILES) = Cc1ccccc1C[PH](CCCN)(c1ccccn1)[C@H](C)F
charge = 0

Atoms and positions in Å:
C (3.83, -0.18, -0.07)
C (3.02, 1.15, -0.22)
C (3.56, 2.17, -1.12)
C (2.92, 3.46, -1.35)
C (1.69, 3.74, -0.61)
C (1.15, 2.73, 0.27)
C (1.75, 1.41, 0.49)
C (1.11, 0.33, 1.43)
P (-0.68, -0.15, 0.90)
C (-1.47, 0.85, -0.47)
C (-2.96, 0.45, -0.82)
C (-3.18, -1.07, -1.18)
N (-4.67, -1.32, -1.20)
C (0.06, -1.44, -0.32)
C (-0.18, -2.85, -0.05)
C (0.31, -3.97, -0.87)
C (1.13, -3.51, -2.01)
C (1.32, -2.08, -2.14)
N (0.83, -1.06, -1.39)
C (-1.31, 1.01, 2.30)
C (-1.37, 0.17, 3.65)
F (-2.64, 1.50, 2.10)
H (4.75, -0.10, -0.70)
H (4.16, -0.25, 1.01)
H (3.24, -1.08, -0.38)
H (4.52, 1.99, -1.67)
H (3.30, 4.24, -2.05)
H (1.13, 4.70, -0.73)
H (0.19, 2.93, 0.81)
H (1.74, -0.60, 1.37)
H (1.15, 0.68, 2.48)
H (-1.32, -1.23, 1.61)
H (-1.50, 1.93, -0.13)
H (-0.90, 0.86, -1.43)
H (-3.71, 0.75, -0.04)
H (-3.23, 1.04, -1.75)
H (-2.84, -1.25, -2.24)
H (-2.74, -1.80, -0.45)
H (-4.97, -1.25, -0.22)
H (-5.05, -0.45, -1.61)
H (-0.79, -3.11, 0.85)
H (0.12, -5.04, -0.64)
H (1.57, -4.25, -2.73)
H (1.97, -1.76, -2.99)
H (-0.66, 1.92, 2.46)
H (-0.48, -0.50, 3.77)
H (-1.60, 0.81, 4.53)
H (-2.25, -0.52, 3.51)



Below is a 2-piece molecular cluster, C18H26FN4O4 overall, with properties calculated with wB97M-V/def2-TZVPD.

E_tot = -35944.236 eV
2S+1 = 1
molar mass = 381.43 g/mol
orbital gap = 5.296 eV
charge = +1

Atoms and positions in Å:
C (-0.39, 0.83, -3.90)
C (0.82, 0.07, -3.34)
C (1.32, -0.98, -4.35)
C (2.78, -0.93, -4.69)
N (3.08, -1.02, -5.97)
N (4.35, -1.02, -6.31)
C (5.39, -0.93, -5.49)
C (5.12, -0.84, -4.14)
F (6.13, -0.75, -3.28)
C (3.80, -0.83, -3.69)
O (3.49, -0.80, -2.42)
N (4.27, 0.25, -1.48)
O (4.38, 1.24, -1.98)
O (0.46, -0.67, -2.19)
C (0.29, 0.13, -1.02)
C (0.23, -0.79, 0.17)
C (1.38, -1.45, 0.60)
C (1.34, -2.31, 1.68)
C (0.14, -2.51, 2.35)
C (-1.01, -1.86, 1.93)
C (-0.96, -1.00, 0.84)
H (-1.26, 0.19, -3.79)
H (-0.26, 1.10, -4.94)
H (-0.57, 1.73, -3.32)
H (1.60, 0.78, -3.06)
H (0.81, -0.83, -5.30)
H (1.06, -1.98, -4.01)
H (4.52, -1.09, -7.31)
H (6.40, -0.95, -5.88)
H (1.14, 0.82, -0.93)
H (-0.65, 0.69, -1.08)
H (2.32, -1.28, 0.08)
H (2.23, -2.81, 2.00)
H (0.12, -3.18, 3.20)
H (-1.94, -2.02, 2.46)
H (-1.86, -0.51, 0.51)
C (-2.99, 2.71, 5.56)
C (-3.54, 1.30, 5.71)
C (-3.19, 0.37, 4.55)
O (-3.93, 0.58, 3.36)
C (-3.46, 1.60, 2.51)
N (-4.99, 1.38, 5.95)
H (-3.55, 3.29, 4.83)
H (-3.05, 3.24, 6.51)
H (-1.94, 2.69, 5.25)
H (-3.09, 0.86, 6.60)
H (-3.41, -0.65, 4.85)
H (-2.11, 0.41, 4.32)
H (-2.37, 1.66, 2.53)
H (-3.89, 2.58, 2.76)
H (-3.78, 1.35, 1.50)
H (-5.35, 0.46, 6.16)
H (-5.44, 1.64, 5.07)



Below is C18H26IrN5O3 as an isolated structure in a non-equilibrium geometry, with properties calculated with wB97M-V/def2-TZVPD.

E_tot = -35517.689 eV
2S+1 = 1
molar mass = 552.66 g/mol
energy relative to the best compared isomer or geometry (same formula, charge and spin) = 97.55 kcal per mole
orbital gap (spin up / spin down) = 6.696 / 6.950 eV
charge = 0

Atoms and positions in Å:
Ir (0.33, -0.23, -0.51)
N (0.03, -0.98, -2.84)
C (1.24, -0.67, -3.60)
C (1.87, 0.66, -3.15)
O (2.45, 1.38, -3.95)
N (1.77, 0.84, -1.83)
C (2.28, 2.04, -1.26)
C (1.13, 2.82, -0.49)
O (1.26, 4.02, -0.35)
O (0.19, 2.10, -0.07)
H (-0.24, -1.95, -2.98)
H (-0.73, -0.38, -3.16)
H (1.05, -0.61, -4.68)
H (1.98, -1.45, -3.42)
H (2.73, 2.70, -2.01)
H (3.00, 1.80, -0.47)
C (-1.02, 1.00, 2.56)
N (-0.15, -0.07, 2.12)
C (-0.64, -1.34, 2.64)
C (1.23, 0.17, 2.55)
C (2.20, -0.74, 1.85)
C (3.43, -1.01, 2.44)
C (4.33, -1.84, 1.81)
C (4.01, -2.42, 0.59)
C (2.79, -2.13, 0.00)
C (1.86, -1.28, 0.60)
H (-1.01, 1.10, 3.66)
H (-2.04, 0.80, 2.25)
H (-0.68, 1.94, 2.12)
H (-0.71, -1.32, 3.74)
H (0.04, -2.14, 2.36)
H (-1.62, -1.55, 2.23)
H (1.32, 0.05, 3.64)
H (1.48, 1.21, 2.31)
H (3.67, -0.56, 3.39)
H (5.29, -2.04, 2.26)
H (4.71, -3.07, 0.09)
H (2.56, -2.59, -0.96)
C (-4.37, 2.69, -0.48)
C (-3.66, 1.39, -0.54)
C (-4.13, 0.10, -0.70)
C (-2.99, -0.72, -0.71)
N (-1.91, 0.03, -0.57)
N (-2.32, 1.30, -0.47)
C (-2.92, -2.20, -0.84)
H (-5.42, 2.53, -0.28)
H (-4.28, 3.21, -1.44)
H (-3.95, 3.33, 0.29)
H (-5.15, -0.21, -0.81)
H (-1.60, 2.01, -0.33)
H (-3.26, -2.52, -1.82)
H (-3.55, -2.67, -0.09)
H (-1.89, -2.51, -0.69)